C16H13AsN12OS4Tc | ωB97M-V with the def2-TZVPD basis set

## Properties
ΔE to the lowest compared entry with this formula, charge and spin   0.0 kJ/mol
HOMO (spin up / spin down)   -11.887 / -11.886 eV
Net charge   +1
Frontier orbital gap (spin up / spin down)   5.75 / 5.75 eV

```
48
Properties=species:S:1:pos:R:3:mulliken_charge:R:1
Tc -15.99 -2.71 1.91 -0.608
As -14.01 -2.95 -0.60 0.896
S -12.15 -2.62 -1.61 -0.115
S -15.75 -1.68 -0.27 -0.102
S -14.29 -4.24 1.09 -0.183
S -13.57 -4.00 -2.48 -0.170
O -17.42 -3.30 0.85 -0.304
N -15.95 0.66 2.18 -0.093
N -13.57 0.76 1.79 -0.536
N -17.54 0.52 3.95 -0.470
N -18.30 -4.50 2.57 -1.288
N -14.55 -1.22 1.94 1.107
N -13.23 -1.39 1.56 -0.634
N -12.69 -0.22 1.49 -0.681
N -17.69 -1.65 4.06 0.046
N -17.12 -3.99 3.05 1.196
N -14.82 -3.08 3.80 0.559
N -16.90 -1.35 2.98 0.918
N -18.06 -0.56 4.58 -0.688
C -13.10 -2.83 5.44 -1.013
C -19.38 -4.55 0.40 0.406
C -20.41 -5.38 0.85 -0.397
C -20.42 -4.23 -1.67 -0.595
C -19.34 -4.01 -0.88 -0.537
C -14.71 0.10 2.02 0.396
C -15.21 -3.67 6.07 -0.880
C -21.50 -4.97 -1.22 -0.449
C -13.59 -2.72 4.17 -0.041
C -13.94 -3.26 6.43 -0.463
C -21.48 -5.60 0.02 -0.609
C -16.83 0.00 2.98 0.120
C -17.91 -4.81 5.18 -1.486
C -16.89 -4.16 4.31 0.763
C -18.35 -4.12 1.32 0.750
C -15.62 -3.60 4.74 0.702
H -15.91 1.65 2.34 0.363
H -22.35 -5.21 -1.88 0.346
H -15.90 -4.00 6.84 0.425
H -18.52 -3.43 -1.21 0.503
H -18.71 -5.33 4.66 0.332
H -22.28 -6.26 0.31 0.403
H -20.46 -3.81 -2.68 0.394
H -20.34 -5.83 1.84 0.419
H -13.64 -3.30 7.46 0.467
H -12.95 -2.32 3.44 0.611
H -18.24 -4.04 5.85 0.398
H -17.39 -5.55 5.83 0.385
H -12.14 -2.41 5.66 0.436
```